Entry from the Open Molecules 2025 dataset: an isolated molecule of C3H5OP in a non-equilibrium geometry (wB97M-V/def2-TZVPD).

As for the strongest force on any atom: 0.0729 hartree/bohr. The calculation puts the molar mass at 88.0 g/mol. The value obtained for the HOMO-LUMO gap is 8.75 eV. The HOMO energy is -9.6 eV. As for the SMILES: [H]/P=C/C(C)=O. Its energy above the lowest of the compared OMol25 structures with the same formula, charge and spin is 20.1 kcal/mol. The total energy is -14526.157 eV.

Structure (XYZ):
```
10
Properties=species:S:1:pos:R:3:forces:R:3:nbo_charge:R:1
H 3.1783 -1.5228 0.5788 -0.23 0.83 -0.78 -0.07
P 2.9165 -0.1835 -0.0156 -0.34 -1.08 0.54 0.58
C 1.2410 -0.3240 0.0007 2.29 2.28 -0.53 -0.70
C 0.4774 0.9327 -0.0654 0.71 0.95 0.66 0.51
C -1.0210 0.9380 0.0068 -0.14 0.08 1.59 -0.70
O 1.1494 1.9402 0.0161 -0.45 0.96 -0.43 -0.54
H 0.7828 -1.1587 0.3052 -1.74 -3.20 0.91 0.20
H -1.2352 -0.0277 0.5646 -0.45 1.47 -0.21 0.22
H -1.3609 0.7434 -0.9821 -0.65 0.06 -0.97 0.24
H -1.4694 1.9437 0.4332 1.01 -2.35 -0.78 0.25
```
Forces are in eV/Å.